Record 1
This record from the Open Molecules 2025 dataset describes a cluster of 7 separate species, C57H57F5I3N4O14 in total. The level of theory is the ωB97M-V functional and the def2-TZVPD basis.

Each line ends with the Mulliken charge.
Atoms and positions in Å:
C -1.211 2.292 1.649  -0.57
C -0.656 0.977 1.613  0.05
C 0.014 -0.522 1.665  -0.67
C 1.689 -0.506 1.730  -0.34
O 2.241 -1.907 1.836  -0.34
C 3.559 -1.921 2.480  -0.55
C 3.372 -2.320 4.028  1.16
F 1.998 -2.067 4.610  -0.31
F 3.445 -3.837 4.070  -0.31
C 4.429 -1.838 5.145  0.42
F 3.766 -2.083 6.485  -0.28
F 4.835 -0.428 5.169  -0.17
F 5.583 -2.815 5.144  -0.24
C 4.376 -0.600 2.048  0.30
C 6.006 -0.753 2.243  0.46
C 6.730 0.748 2.407  -0.41
O 8.139 0.590 2.800  -0.41
C 8.290 0.344 4.247  -0.12
C 8.753 -1.189 4.633  -0.83
N 3.957 0.053 0.714  0.71
C 4.592 -0.512 -0.501  -0.87
C 4.496 -2.101 -0.802  0.15
C 5.975 -2.886 -0.839  -1.17
I 5.985 -4.720 0.412  0.04
C 2.455 0.412 0.669  3.26
C 1.733 0.182 -0.795  -2.30
C 1.168 -1.151 -1.402  -0.54
N -0.303 -0.900 -1.822  0.21
N 1.220 -2.487 -0.800  0.05
N 1.790 -1.400 -2.810  -0.66
C 2.413 2.058 0.765  -2.00
I 2.624 3.400 -1.048  0.06
C 2.296 2.944 1.936  0.22
C 2.254 4.620 1.851  -1.29
I 2.205 2.270 3.965  0.05
H -1.800 3.250 2.050  0.18
H -0.367 -0.976 2.706  0.51
H -0.406 -1.272 0.872  0.22
H 1.815 -0.239 2.887  0.26
H 4.144 -2.835 1.972  -0.27
H 4.108 0.253 2.842  -0.10
H 6.326 -1.339 3.202  -0.50
H 6.562 -1.264 1.349  -0.23
H 6.077 1.296 3.241  0.32
H 6.570 1.394 1.425  0.16
H 9.122 1.075 4.632  0.34
H 7.321 0.571 4.880  0.10
H 8.553 -1.447 5.776  0.28
H 8.230 -2.030 4.005  0.23
H 9.919 -1.303 4.440  0.30
H 4.460 0.993 0.817  0.79
H 4.385 0.056 -1.526  0.34
H 5.769 -0.291 -0.416  0.75
H 3.759 -2.729 -0.158  0.04
H 4.115 -2.220 -1.929  0.39
H 6.186 -3.289 -1.944  0.48
H 6.874 -2.161 -0.607  0.45
H 0.810 0.951 -0.749  -0.03
H 2.361 0.642 -1.706  0.64
H -0.969 -1.402 -1.210  0.15
H -0.478 -1.247 -2.787  0.15
H 0.355 -3.065 -0.836  0.31
H 1.942 -3.096 -1.293  0.40
H 1.580 -0.588 -3.434  0.32
H 1.391 -2.267 -3.228  0.31
H 1.321 4.995 1.205  0.31
H 2.116 5.123 2.897  0.43
H 3.283 5.058 1.431  0.34
C -5.046 4.189 3.494  -0.44
C -6.315 3.873 3.219  -0.12
C -6.960 4.311 1.966  0.51
O -8.122 4.023 1.714  -0.65
C -6.148 5.112 1.028  -0.42
C -4.879 5.429 1.302  -0.49
C -4.234 4.990 2.556  0.39
O -3.072 5.278 2.807  -0.64
H -4.558 3.876 4.409  0.43
H -6.924 3.286 3.897  0.45
H -6.636 5.425 0.113  0.49
H -4.271 6.016 0.625  0.49
C -9.290 -1.592 0.889  -0.41
C -8.300 -1.290 1.735  -0.45
C -7.790 0.089 1.856  0.47
O -6.882 0.366 2.629  -0.57
C -8.417 1.123 1.009  0.11
C -9.407 0.822 0.163  -0.49
C -9.917 -0.558 0.042  0.29
O -10.825 -0.834 -0.731  -0.55
H -9.675 -2.599 0.787  0.44
H -7.830 -2.037 2.363  0.44
H -8.031 2.130 1.111  0.26
H -9.877 1.569 -0.466  0.46
C -4.205 -4.802 -5.071  -0.49
C -2.946 -4.361 -5.142  -0.52
C -2.426 -3.368 -4.181  0.55
O -1.274 -2.962 -4.247  -0.56
C -3.351 -2.884 -3.137  0.00
C -4.610 -3.325 -3.066  -0.59
C -5.130 -4.317 -4.027  0.16
O -6.282 -4.723 -3.961  -0.56
H -4.603 -5.529 -5.768  0.67
H -2.255 -4.707 -5.902  0.47
H -2.953 -2.157 -2.440  0.31
H -5.301 -2.979 -2.306  0.53
C -4.978 2.866 -2.801  -0.50
C -4.706 1.593 -2.498  -0.48
C -3.328 1.152 -2.208  0.19
O -3.077 -0.013 -1.932  -0.46
C -2.262 2.173 -2.263  0.18
C -2.534 3.446 -2.565  -0.44
C -3.913 3.886 -2.856  0.22
O -4.163 5.052 -3.131  -0.58
H -5.984 3.205 -3.018  0.47
H -5.477 0.832 -2.453  0.51
H -1.257 1.833 -2.046  0.33
H -1.764 4.206 -2.610  0.47
C 5.099 8.050 3.913  -0.46
C 5.178 9.384 3.898  -0.30
C 5.349 10.127 2.634  0.32
O 5.424 11.348 2.620  -0.53
C 5.428 9.340 1.388  -0.32
C 5.348 8.006 1.403  -0.33
C 5.177 7.262 2.666  0.52
O 5.103 6.041 2.681  -0.54
H 4.974 7.489 4.831  0.41
H 5.121 9.976 4.804  0.41
H 5.553 9.900 0.470  0.41
H 5.405 7.414 0.497  0.41
C -4.050 -10.145 -5.820  -0.46
C -3.971 -8.811 -5.835  -0.17
C -3.800 -8.067 -7.099  0.50
O -3.725 -6.846 -7.113  -0.53
C -3.721 -8.855 -8.345  -0.39
C -3.800 -10.189 -8.330  -0.40
C -3.972 -10.932 -7.066  0.29
O -4.046 -12.153 -7.052  -0.54
H -4.175 -10.705 -4.902  0.41
H -4.028 -8.219 -4.929  0.45
H -3.596 -8.294 -9.263  0.42
H -3.744 -10.781 -9.236  0.40

Calculated values
Gap between HOMO and LUMO   7.88 eV
Molecular weight   1497.80 g/mol
Charge   +1
Electronic energy   -4869.9514 hartree



Record 2
This record from the Open Molecules 2025 dataset describes a structure of composition C57H57FGeO4P3SiTl. The level of theory is the ωB97M-V functional and the def2-TZVPD basis.

Each line ends with the Mulliken charge.
Atoms and positions in Å:
Tl 1.206 1.615 -0.902  2.19
F -2.074 3.168 1.886  -0.68
Ge -1.799 1.354 1.665  0.93
C -3.122 0.348 2.793  0.92
C -4.177 0.768 3.597  -0.30
C -4.908 -0.157 4.326  -0.76
C -4.595 -1.512 4.268  -0.77
C -3.554 -1.943 3.464  -0.39
C -2.825 -1.009 2.732  -1.65
P -1.470 -1.406 1.563  1.87
C -2.431 -2.668 0.633  1.03
C -3.477 -2.148 -0.130  -0.49
C -4.333 -2.976 -0.835  -0.67
C -4.151 -4.351 -0.788  -0.70
C -3.129 -4.880 -0.016  -0.82
C -2.277 -4.049 0.701  -0.62
C -0.338 -2.338 2.655  0.82
C 0.460 -3.382 2.184  -0.39
C 1.313 -4.055 3.048  -1.01
C 1.421 -3.662 4.373  -0.70
C 0.684 -2.579 4.830  -0.62
C -0.197 -1.926 3.982  -0.70
C -0.358 1.529 3.171  -0.06
C -1.108 1.999 4.250  -1.08
C -0.560 2.180 5.505  -0.95
C 0.775 1.877 5.713  -1.07
C 1.540 1.443 4.649  -0.57
C 1.009 1.278 3.364  1.31
P 2.170 0.853 1.992  1.93
C 3.624 0.164 2.877  0.21
C 3.751 -1.222 2.855  -0.67
C 4.829 -1.851 3.458  -0.64
C 5.812 -1.094 4.077  -0.66
C 5.698 0.289 4.107  -0.78
C 4.611 0.915 3.516  -0.04
C 2.759 2.566 1.622  -0.24
C 4.026 2.777 1.076  -0.64
C 4.400 4.030 0.613  -1.01
C 3.506 5.089 0.659  -0.63
C 2.238 4.888 1.183  -0.72
C 1.865 3.639 1.657  -0.21
C -2.946 1.496 -0.075  -0.07
C -4.134 2.062 0.389  -1.06
C -5.251 2.186 -0.417  -0.93
C -5.201 1.735 -1.725  -1.13
C -4.022 1.204 -2.211  -0.55
C -2.876 1.082 -1.417  0.74
P -1.319 0.479 -2.230  2.40
C -1.902 -0.570 -3.620  0.37
C -1.730 -1.944 -3.461  -0.82
C -2.097 -2.828 -4.465  -0.94
C -2.625 -2.347 -5.653  -0.71
C -2.779 -0.978 -5.831  -0.94
C -2.418 -0.095 -4.826  0.00
C -0.918 2.037 -3.137  -0.10
C -1.155 3.286 -2.556  -0.42
C -0.682 4.445 -3.152  -0.83
C 0.033 4.382 -4.339  -0.50
C 0.282 3.146 -4.922  -1.12
C -0.173 1.983 -4.316  -0.40
H -4.434 1.820 3.662  0.47
H -5.729 0.180 4.947  0.41
H -5.165 -2.226 4.848  0.42
H -3.303 -2.996 3.401  0.51
H -3.637 -1.079 -0.152  0.06
H -5.133 -2.547 -1.425  0.46
H -4.809 -5.008 -1.343  0.39
H -2.998 -5.954 0.037  0.45
H -1.513 -4.493 1.323  0.60
H 0.416 -3.663 1.140  0.52
H 1.905 -4.884 2.678  0.41
H 2.082 -4.193 5.047  0.43
H 0.791 -2.239 5.853  0.45
H -0.778 -1.095 4.361  0.15
H -2.149 2.252 4.109  0.42
H -1.175 2.556 6.313  0.42
H 1.224 2.001 6.690  0.41
H 2.586 1.230 4.817  0.40
H 2.991 -1.813 2.359  0.21
H 4.906 -2.931 3.432  0.47
H 6.671 -1.573 4.531  0.40
H 6.458 0.891 4.589  0.43
H 4.536 1.993 3.559  0.47
H 4.727 1.954 1.017  0.74
H 5.393 4.174 0.207  0.43
H 3.794 6.062 0.281  0.41
H 1.523 5.701 1.214  0.50
H 0.869 3.507 2.063  0.20
H -4.196 2.430 1.403  0.53
H -6.154 2.630 -0.019  0.40
H -6.068 1.811 -2.369  0.40
H -3.991 0.867 -3.236  0.41
H -1.282 -2.320 -2.548  0.56
H -1.954 -3.893 -4.327  0.49
H -2.898 -3.031 -6.445  0.40
H -3.180 -0.597 -6.762  0.44
H -2.520 0.969 -4.995  0.41
H -1.715 3.358 -1.632  0.41
H -0.865 5.402 -2.679  0.49
H 0.398 5.288 -4.806  0.40
H 0.842 3.088 -5.848  0.45
H 0.063 1.024 -4.756  0.14
O 0.946 -1.235 -0.470  0.63
H 1.817 -1.328 -0.059  0.04
H 1.131 -1.133 -1.433  -0.29
O 2.918 2.371 -2.927  -0.54
H 2.484 2.918 -3.593  0.20
H 2.698 1.445 -3.159  0.17
C 4.132 -0.859 -4.379  -1.27
Si 2.333 -1.264 -3.899  0.73
C 2.295 -3.033 -3.214  -1.15
C 1.297 -1.272 -5.483  -0.92
O 1.833 -0.215 -2.791  -0.95
H 4.487 -1.468 -5.214  0.42
H 4.818 -1.035 -3.545  0.30
H 4.241 0.188 -4.674  0.31
H 2.666 -3.750 -3.951  0.47
H 1.275 -3.327 -2.951  0.19
H 2.912 -3.140 -2.317  0.29
H 1.683 -1.984 -6.216  0.53
H 1.282 -0.287 -5.957  0.31
H 0.262 -1.547 -5.264  0.07
O 3.630 0.226 -0.767  -0.42
H 3.178 -0.128 -1.568  0.08
H 4.253 0.881 -1.110  0.27

Calculated values
Gap between HOMO and LUMO   8.16 eV
Molecular weight   1223.08 g/mol
Energy above the lowest of the compared OMol25 structures with the same formula, charge and spin   163.3 kJ/mol
Electronic energy   -6170.1670 hartree